No. 1
{"formula": "C53H28Cl2CoI4N5O", "method": "the ωB97M-V functional and the def2-TZVPD basis", "species": ["Co", "I", "C", "C", "C", "C", "C", "C", "C", "C", "C", "C", "C", "C", "C", "C", "C", "C", "I", "C", "C", "C", "N", "C", "C", "C", "C", "C", "C", "I", "C", "C", "C", "C", "C", "C", "N", "C", "C", "C", "C", "C", "N", "C", "C", "C", "C", "I", "C", "C", "C", "C", "N", "H", "H", "H", "H", "H", "H", "H", "H", "H", "H", "H", "H", "H", "H", "H", "H", "H", "H", "H", "H", "H", "H", "H", "H", "Cl", "C", "C", "C", "Cl", "C", "C", "C", "C", "N", "C", "C", "O", "H", "H", "H", "H"], "coordinates": [[0.43, 0.15, -0.07], [2.24, -8.21, -3.79], [2.14, -6.21, -3.18], [1.96, -5.21, -4.12], [1.89, -3.89, -3.70], [2.01, -3.51, -2.35], [2.15, -4.56, -1.43], [2.23, -5.89, -1.83], [1.92, -2.12, -1.86], [1.27, -1.07, -2.57], [1.30, -0.82, -4.00], [0.98, 0.48, -4.19], [0.67, 1.03, -2.90], [0.29, 2.34, -2.63], [0.47, 3.39, -3.68], [-0.14, 3.31, -4.93], [0.08, 4.28, -5.91], [0.93, 5.34, -5.63], [1.29, 6.79, -7.09], [1.53, 5.45, -4.38], [1.30, 4.48, -3.42], [-0.23, 2.74, -1.40], [-0.36, 1.91, -0.32], [-1.26, 2.50, 0.53], [-1.65, 1.93, 1.75], [-2.92, 2.36, 2.42], [-3.91, 1.40, 2.64], [-5.12, 1.73, 3.24], [-5.34, 3.04, 3.62], [-7.17, 3.57, 4.50], [-4.37, 4.02, 3.43], [-3.16, 3.67, 2.84], [-0.82, 1.00, 2.40], [-0.73, 0.86, 3.83], [0.50, 0.34, 4.09], [1.13, 0.09, 2.82], [0.27, 0.45, 1.81], [2.41, -0.42, 2.61], [2.85, -0.86, 1.36], [3.97, -1.74, 1.13], [3.75, -2.33, -0.08], [2.52, -1.77, -0.61], [2.04, -0.85, 0.25], [3.34, -0.52, 3.77], [3.36, -1.64, 4.59], [4.27, -1.74, 5.64], [5.15, -0.70, 5.87], [6.53, -0.84, 7.44], [5.15, 0.44, 5.07], [4.23, 0.52, 4.02], [-1.71, 3.75, -0.04], [-1.03, 3.92, -1.20], [0.84, 0.05, -1.94], [1.88, -5.45, -5.17], [1.74, -3.14, -4.46], [2.15, -4.34, -0.37], [2.33, -6.67, -1.09], [1.59, -1.51, -4.77], [0.96, 1.01, -5.13], [-0.83, 2.49, -5.14], [-0.41, 4.20, -6.87], [2.19, 6.29, -4.17], [1.77, 4.55, -2.45], [-3.72, 0.37, 2.32], [-5.88, 0.97, 3.40], [-4.55, 5.04, 3.75], [-2.38, 4.41, 2.73], [-1.48, 1.18, 4.54], [0.96, 0.15, 5.05], [4.78, -1.92, 1.82], [4.37, -3.06, -0.57], [2.66, -2.45, 4.40], [4.28, -2.62, 6.27], [5.84, 1.25, 5.26], [4.22, 1.40, 3.39], [-2.45, 4.41, 0.39], [-1.13, 4.74, -1.90], [-0.47, -4.61, 1.07], [-1.82, -3.60, 0.58], [-3.11, -4.14, 0.66], [-4.20, -3.42, 0.28], [-5.80, -4.14, 0.42], [-4.04, -2.11, -0.23], [-5.11, -1.30, -0.69], [-4.85, -0.04, -1.16], [-3.52, 0.42, -1.15], [-2.52, -0.30, -0.73], [-2.74, -1.55, -0.28], [-1.54, -2.30, 0.14], [-0.35, -1.83, 0.13], [-3.23, -5.15, 1.04], [-6.12, -1.69, -0.68], [-5.64, 0.60, -1.52], [-3.28, 1.43, -1.50]], "de_lowest_kcal_mol": 6.29, "largest_force_ha_per_bohr": 0.0292, "gap_ev": [5.22, 5.33], "charge": -1, "spin_multiplicity": 2}

No. 2
{"formula": "C4H12NO", "method": "the ωB97M-V functional and the def2-TZVPD basis", "species": ["C", "C", "N", "C", "C", "O", "H", "H", "H", "H", "H", "H", "H", "H", "H", "H", "H", "H"], "coordinates": [[2.03, 1.27, 0.23], [0.61, 1.52, -0.22], [-0.30, 0.43, 0.23], [-0.28, -0.81, -0.65], [-1.20, -1.87, -0.04], [-2.29, -1.10, 0.51], [2.54, 2.23, 0.14], [2.08, 1.13, 1.31], [2.54, 0.57, -0.41], [0.61, 1.54, -1.31], [0.22, 2.45, 0.19], [-0.03, 0.11, 1.17], [-1.29, 0.68, 0.32], [0.78, -1.05, -0.75], [-0.74, -0.53, -1.59], [-0.76, -2.48, 0.73], [-1.63, -2.43, -0.87], [-2.89, -1.67, 1.01]], "de_lowest_kcal_mol": 19.01, "largest_force_ha_per_bohr": 0.0295, "gap_ev": 12.28, "charge": 1}

No. 3
{"formula": "C24H31BN2O8", "method": "the ωB97M-V functional and the def2-TZVPD basis", "species": ["C", "C", "C", "C", "C", "C", "C", "C", "N", "C", "C", "O", "C", "C", "O", "C", "C", "O", "C", "C", "C", "B", "O", "O", "C", "O", "H", "H", "H", "H", "H", "H", "H", "H", "H", "H", "H", "H", "H", "H", "H", "H", "C", "O", "C", "C", "N", "C", "C", "O", "C", "H", "H", "H", "H", "H", "H", "H", "H", "H", "H", "H", "H", "H", "H", "H"], "coordinates": [[3.48, -0.06, -2.98], [2.42, -0.33, -3.48], [1.10, -0.54, -4.07], [0.10, 0.01, -3.07], [0.16, 1.36, -2.75], [-0.72, 1.84, -1.81], [-1.66, 1.03, -1.19], [-1.72, -0.33, -1.52], [-2.69, -1.16, -0.86], [-3.95, -1.28, -1.49], [-4.38, -0.32, -2.55], [-4.68, -2.17, -1.13], [-2.17, -2.47, -0.46], [-2.21, -2.77, 1.01], [-1.75, -3.27, -1.25], [-0.83, -0.80, -2.47], [-2.58, 1.69, -0.21], [-3.72, 1.33, -0.02], [-1.99, 2.84, 0.51], [-1.06, 3.63, -0.04], [-0.46, 4.77, 0.74], [-0.62, 6.17, -0.02], [-1.71, 7.00, 0.21], [0.37, 6.50, -0.91], [-0.64, 3.30, -1.44], [-0.24, 4.10, -2.24], [4.18, 0.20, -2.23], [1.06, 0.05, -4.98], [0.95, -1.60, -4.24], [0.89, 2.02, -3.19], [-5.15, -0.79, -3.15], [-3.59, 0.05, -3.19], [-4.84, 0.53, -2.05], [-2.99, -2.15, 1.45], [-2.51, -3.80, 1.14], [-1.27, -2.55, 1.50], [-0.85, -1.84, -2.77], [-2.35, 2.98, 1.52], [0.59, 4.59, 0.93], [-1.00, 4.81, 1.68], [-2.38, 6.80, -0.46], [-0.02, 6.67, -1.78], [2.16, -1.39, 5.02], [2.79, -2.40, 4.27], [1.92, -3.43, 3.81], [1.74, -3.36, 2.31], [0.96, -2.19, 1.91], [0.96, -1.92, 0.48], [2.29, -1.60, -0.21], [2.86, -0.37, 0.17], [3.64, -0.40, 1.36], [2.94, -0.78, 5.47], [1.54, -0.74, 4.39], [1.54, -1.81, 5.82], [0.95, -3.39, 4.33], [2.39, -4.38, 4.06], [1.22, -4.26, 1.97], [2.74, -3.36, 1.86], [1.32, -1.38, 2.40], [0.31, -1.05, 0.33], [0.49, -2.76, -0.04], [2.07, -1.50, -1.27], [3.02, -2.41, -0.12], [4.16, -1.35, 1.48], [3.03, -0.19, 2.24], [4.39, 0.40, 1.28]], "largest_force_ha_per_bohr": 0.0329, "gap_ev": 7.91, "charge": 0}

No. 4
{"formula": "C38H35BrCrN8O2", "method": "the ωB97M-V functional and the def2-TZVPD basis", "species": ["Cr", "C", "C", "C", "C", "C", "N", "C", "C", "C", "C", "C", "C", "C", "N", "C", "C", "C", "N", "C", "C", "N", "C", "C", "C", "N", "H", "H", "H", "H", "H", "H", "H", "H", "H", "H", "H", "H", "H", "H", "H", "H", "H", "H", "C", "C", "C", "C", "C", "N", "H", "H", "H", "H", "H", "H", "H", "H", "H", "Br", "C", "C", "C", "C", "C", "C", "C", "O", "O", "H", "H", "H", "H", "N", "C", "C", "C", "C", "N", "C", "C", "H", "H", "H", "H"], "coordinates": [[-0.17, 0.15, -0.54], [-3.46, -1.20, 5.44], [-2.63, -0.60, 4.34], [-1.33, -0.15, 4.57], [-0.56, 0.35, 3.54], [-1.04, 0.44, 2.22], [-0.19, 0.92, 1.20], [0.64, 2.02, 1.53], [0.15, 3.10, 2.27], [0.94, 4.20, 2.58], [2.26, 4.27, 2.15], [3.12, 5.47, 2.46], [2.75, 3.22, 1.40], [1.96, 2.11, 1.10], [2.56, 1.07, 0.33], [3.87, 0.72, 0.31], [4.05, -0.17, -0.72], [2.78, -0.32, -1.29], [1.88, 0.43, -0.65], [-2.33, -0.03, 2.00], [-3.10, -0.54, 3.04], [-2.93, -0.01, 0.70], [-4.25, 0.00, 0.40], [-4.38, -0.06, -0.96], [-3.07, -0.12, -1.44], [-2.20, -0.08, -0.44], [-3.22, -0.74, 6.40], [-3.26, -2.27, 5.54], [-4.53, -1.07, 5.26], [-0.91, -0.21, 5.57], [0.45, 0.67, 3.74], [-0.87, 3.06, 2.62], [0.51, 5.02, 3.15], [2.87, 5.88, 3.44], [2.96, 6.27, 1.72], [4.18, 5.22, 2.45], [3.77, 3.26, 1.03], [4.57, 1.11, 1.04], [4.97, -0.66, -1.01], [2.48, -0.96, -2.10], [-4.08, -0.94, 2.83], [-5.00, 0.07, 1.17], [-5.30, -0.08, -1.52], [-2.72, -0.16, -2.46], [1.47, -2.69, -4.51], [0.03, -2.15, -4.51], [-0.97, -3.31, -4.36], [-0.26, -1.33, -5.77], [-0.12, -1.28, -3.33], [-0.20, -0.62, -2.40], [1.55, -3.46, -5.28], [1.73, -3.13, -3.55], [2.19, -1.89, -4.74], [-0.86, -3.97, -5.22], [-2.00, -2.95, -4.34], [-0.77, -3.88, -3.45], [-0.16, -1.99, -6.64], [0.45, -0.51, -5.89], [-1.27, -0.93, -5.77], [-1.30, -3.12, 2.63], [0.39, -3.87, 2.23], [0.89, -4.75, 3.19], [2.09, -5.41, 2.97], [2.78, -5.22, 1.79], [2.28, -4.35, 0.84], [1.09, -3.64, 1.04], [0.73, -2.69, -0.08], [1.04, -3.02, -1.23], [0.09, -1.62, 0.28], [0.32, -4.92, 4.09], [2.46, -6.09, 3.73], [3.71, -5.75, 1.61], [2.81, -4.19, -0.09], [-2.04, 6.53, -3.92], [-1.69, 5.58, -3.38], [-1.27, 4.37, -2.70], [-1.78, 4.06, -1.45], [-1.38, 2.89, -0.84], [-0.51, 2.03, -1.40], [0.00, 2.37, -2.59], [-0.35, 3.51, -3.28], [-2.48, 4.72, -0.95], [-1.76, 2.61, 0.13], [0.72, 1.68, -3.01], [0.09, 3.73, -4.24]], "largest_force_ha_per_bohr": 0.0436, "gap_ev": [6.44, 6.80], "charge": 1, "spin_multiplicity": 2}